This record from the Open Molecules 2025 dataset describes a single C7H15NO3S molecule. The level of theory is the ωB97M-V functional and the def2-TZVPD basis.

Each line ends with the Löwdin charge.
Geometry (Å):
O -2.06 2.59 0.10  -0.27
O -2.40 0.94 1.91  -0.31
O -0.13 1.00 0.74  -0.19
N -0.88 2.77 2.33  -0.04
C 1.04 -1.70 0.50  -0.18
C 0.01 -2.16 -0.52  -0.23
C 2.09 -0.88 -0.30  -0.17
C -1.12 -1.22 -0.78  -0.21
C 1.62 0.51 -0.78  -0.11
C -0.73 0.08 -1.42  -0.16
C 0.13 0.93 -0.59  -0.42
S -1.44 1.83 1.22  0.63
H -1.66 3.19 2.72  0.06
H -0.41 2.21 3.03  0.10
H 0.59 -1.17 1.33  0.10
H 1.38 -2.66 1.04  0.13
H 0.23 -2.61 -1.39  0.08
H -0.58 -2.93 -0.02  0.11
H 2.97 -0.73 0.39  0.11
H 2.56 -1.50 -1.09  0.12
H -1.76 -1.91 -1.40  0.14
H -1.68 -0.84 0.07  0.10
H 2.24 1.31 -0.38  0.11
H 1.79 0.61 -1.82  0.10
H -0.21 -0.24 -2.30  0.12
H -1.66 0.61 -1.71  0.13
H 0.07 1.98 -0.88  0.14

HOMO level in eV: -10.37
Energy relative to the best compared isomer or geometry (same formula, charge and spin) in kcal per mole: 36.49
LUMO in eV: 0.39